Entry 1:
Formula: C18H22NO4
Source: OMol25
Level of theory: ωB97M-V/def2-TZVPD

Cartesian coordinates (Å):
C (3.5910, 2.4318, 1.0879)
C (2.4191, 3.2462, 0.5357)
C (1.9985, 2.7053, -0.7834)
C (0.7387, 2.7721, -1.1796)
C (2.9990, 2.0406, -1.6549)
O (2.6218, 1.7052, -2.7631)
O (4.2873, 1.7917, -1.2140)
C (4.6970, 2.3553, 0.0365)
H (3.9668, 2.8617, 2.0258)
H (3.2527, 1.4160, 1.3291)
H (1.5638, 3.2442, 1.2229)
H (2.7096, 4.2964, 0.4095)
H (0.4538, 2.3672, -2.1284)
H (-0.0209, 3.2052, -0.5615)
H (5.0846, 3.3545, -0.1931)
H (5.5541, 1.7621, 0.3866)
C (-1.9763, -0.2729, 4.2505)
C (-2.5540, 0.1923, 2.9362)
O (-1.5310, 0.7081, 2.0903)
C (-2.0311, 1.3387, 0.9288)
C (-2.0383, 0.5398, -0.2825)
C (-2.5828, 1.1426, -1.5147)
N (-1.5874, -0.6935, -0.2336)
C (-1.5386, -1.4664, -1.3013)
C (-1.0647, -2.7944, -1.3324)
C (-1.0826, -3.4859, -2.5553)
C (-0.6300, -4.7764, -2.6375)
C (-0.1451, -5.4162, -1.5109)
C (-0.1145, -4.7517, -0.2950)
C (-0.5668, -3.4566, -0.1958)
O (-2.4903, 2.4780, 0.9091)
H (-2.7116, -0.7362, 4.9085)
H (-1.1820, -0.9963, 4.0739)
H (-1.5274, 0.5647, 4.7813)
H (-3.0361, -0.6272, 2.3897)
H (-3.3022, 0.9834, 3.0627)
H (-2.9213, 2.1600, -1.3284)
H (-1.8318, 1.1797, -2.3004)
H (-3.4338, 0.5774, -1.8881)
H (-1.8675, -1.0426, -2.2319)
H (-1.4580, -2.9828, -3.4306)
H (-0.6541, -5.2911, -3.5840)
H (0.2094, -6.4321, -1.5857)
H (0.2704, -5.2611, 0.5736)
H (-0.5371, -2.9371, 0.7474)

Summary:
- Total charge: -1
- 2S+1: 1
- Calculated total energy: -28703.1077 eV
- Lowest unoccupied orbital energy: 2.808 eV



Entry 2:
Formula: C25H35FN2O3
Source: OMol25
Level of theory: ωB97M-V/def2-TZVPD

Cartesian coordinates (Å):
C (3.3573, 0.6464, 2.0639)
H (3.0846, 1.1386, 1.1250)
O (2.4868, -0.4170, 2.3606)
C (1.1438, -0.1603, 2.4500)
C (0.6030, 1.1162, 2.3636)
C (-0.7678, 1.3402, 2.4289)
C (-1.6252, 0.2460, 2.6189)
C (-1.0627, -1.0209, 2.7191)
C (0.2975, -1.2560, 2.6335)
C (0.8093, -2.6724, 2.6864)
N (0.5231, -3.3465, 1.4262)
C (0.4112, -4.7797, 1.5585)
H (1.3478, -5.2594, 1.8898)
H (-0.3731, -5.0183, 2.2761)
H (0.1315, -5.2015, 0.5942)
C (1.4129, -2.9575, 0.3427)
C (0.6251, -2.6225, -0.9294)
C (1.5473, -2.4464, -2.1342)
C (0.7252, -2.0238, -3.3477)
C (-0.0585, -0.7524, -3.0287)
N (-0.9322, -1.0048, -1.9036)
C (-1.9770, -0.0398, -1.6851)
H (-2.5047, 0.0980, -2.6333)
C (-1.5683, 1.3476, -1.1226)
C (-0.7948, 2.1870, -2.0905)
C (-1.3702, 2.6337, -3.2768)
C (-0.6597, 3.3994, -4.1827)
C (0.6539, 3.7508, -3.9219)
C (1.2516, 3.3361, -2.7449)
C (0.5218, 2.5687, -1.8584)
F (1.1382, 2.1792, -0.7102)
H (2.2711, 3.5978, -2.5066)
H (1.2116, 4.3486, -4.6260)
H (-1.1335, 3.7267, -5.0959)
H (-2.3972, 2.3723, -3.4849)
H (-0.9978, 1.1967, -0.2067)
H (-2.4919, 1.8707, -0.8630)
H (-2.6734, -0.4828, -0.9662)
C (-0.1728, -1.3372, -0.7161)
H (-0.8632, -1.4802, 0.1159)
H (0.5329, -0.5336, -0.4426)
H (-0.6681, -0.4611, -3.8888)
H (0.6574, 0.0637, -2.8288)
H (0.0206, -2.8167, -3.6025)
H (1.3746, -1.8473, -4.2076)
H (2.0813, -3.3758, -2.3445)
H (2.2894, -1.6754, -1.9098)
H (-0.0805, -3.4315, -1.1374)
H (2.1370, -3.7577, 0.1237)
H (1.9818, -2.0756, 0.6417)
H (1.8829, -2.6750, 2.9281)
H (0.2765, -3.2051, 3.4778)
H (-1.7370, -1.8520, 2.8505)
O (-2.9944, 0.2710, 2.6796)
C (-3.6696, 1.4592, 3.0222)
H (-3.6458, 2.1909, 2.2117)
H (-3.2539, 1.9124, 3.9257)
H (-4.7007, 1.1588, 3.2104)
O (-1.3205, 2.5924, 2.3004)
C (-0.4698, 3.6956, 2.1176)
H (-1.1292, 4.5587, 2.0346)
H (0.1201, 3.6056, 1.2011)
H (0.2006, 3.8367, 2.9720)
H (1.2571, 1.9567, 2.2131)
H (3.3822, 1.3865, 2.8710)
H (4.3447, 0.1974, 1.9627)

Summary:
- Structure (SMILES): COc1cc(OC)c(OC)cc1CN(C)C[C@@H]1CCCN(CCc2ccccc2F)C1
- 2S+1: 1
- Calculated total energy: -38332.0445 eV
- Relative energy (zero: lowest compared OMol25 entry of this formula, charge and spin): 0.00 kJ/mol
- Lowest unoccupied orbital energy: 0.696 eV



Entry 3:
Formula: C48H66N5O3W
Source: OMol25
Level of theory: ωB97M-V/def2-TZVPD

Cartesian coordinates (Å):
W (-0.0705, -0.8816, -0.4446)
C (1.8542, -3.3185, 0.3159)
N (0.7579, -2.5863, 1.0058)
C (-0.1472, -3.6206, 1.5760)
C (1.3557, -1.8317, 2.1474)
C (0.4154, -0.7487, 2.6426)
N (-0.0793, 0.1399, 1.5453)
C (-1.4283, 0.6482, 1.9475)
C (-2.2701, 1.3496, 0.9041)
C (-3.3939, 2.0121, 1.3762)
C (-4.2632, 2.6708, 0.5223)
C (-3.9431, 2.6807, -0.8397)
C (-2.8447, 2.0370, -1.3745)
C (-2.0122, 1.3448, -0.4643)
O (-0.9014, 0.6197, -0.8800)
C (-2.5553, 2.1034, -2.8813)
C (-2.6875, 0.7007, -3.5198)
C (-3.5657, 2.9914, -3.6106)
C (-1.1667, 2.7391, -3.0907)
C (-5.5084, 3.3904, 1.0129)
C (-6.7245, 2.9220, 0.1949)
C (-5.7856, 3.1183, 2.4928)
C (-5.2997, 4.9020, 0.8117)
C (0.8170, 1.3485, 1.3857)
C (2.2808, 1.0359, 1.2626)
C (3.1678, 1.6222, 2.1402)
C (4.5319, 1.3538, 2.0581)
C (4.9426, 0.5043, 1.0401)
C (4.1046, -0.1027, 0.1019)
C (2.7338, 0.1733, 0.2491)
O (1.6917, -0.4572, -0.4411)
C (4.8318, -0.9480, -0.9588)
C (3.9373, -1.6155, -1.9989)
C (5.7669, -0.0023, -1.7387)
C (5.6612, -2.0453, -0.2709)
C (5.5544, 1.9840, 2.9904)
C (6.3788, 2.9895, 2.1639)
C (4.8920, 2.7253, 4.1542)
C (6.4833, 0.9035, 3.5666)
H (2.3091, -4.0369, 1.0005)
H (2.6230, -2.6282, -0.0118)
H (1.4561, -3.8689, -0.5362)
H (0.4125, -4.2386, 2.2793)
H (-0.5306, -4.2661, 0.7915)
H (-0.9801, -3.1666, 2.1080)
H (2.3076, -1.4104, 1.8416)
H (1.5573, -2.5134, 2.9763)
H (0.9288, -0.1551, 3.4009)
H (-0.4487, -1.2118, 3.1160)
H (-1.2770, 1.3374, 2.7814)
H (-2.0046, -0.1912, 2.3288)
H (-3.5796, 2.0072, 2.4434)
H (-4.5906, 3.2210, -1.5142)
H (-3.7436, 0.4364, -3.5848)
H (-2.1962, -0.0846, -2.9589)
H (-2.2795, 0.7089, -4.5334)
H (-4.5807, 2.6031, -3.5213)
H (-3.3123, 3.0219, -4.6709)
H (-3.5413, 4.0160, -3.2383)
H (-0.3920, 2.2623, -2.4923)
H (-1.2002, 3.7906, -2.8047)
H (-0.8826, 2.6879, -4.1437)
H (-6.8325, 1.8366, 0.2460)
H (-6.6560, 3.2165, -0.8524)
H (-7.6309, 3.3712, 0.5993)
H (-5.9075, 2.0498, 2.6862)
H (-6.7124, 3.6124, 2.7803)
H (-4.9961, 3.5139, 3.1351)
H (-5.1254, 5.1476, -0.2368)
H (-4.4488, 5.2573, 1.3955)
H (-6.1881, 5.4417, 1.1398)
H (0.6755, 1.9880, 2.2572)
H (0.4735, 1.9095, 0.5172)
H (2.7907, 2.2906, 2.9036)
H (5.9990, 0.2923, 0.9636)
H (3.2625, -0.8887, -2.4264)
H (3.3736, -2.4635, -1.6088)
H (4.5660, -1.9932, -2.8060)
H (5.1890, 0.7359, -2.2999)
H (6.3675, -0.5778, -2.4441)
H (6.4521, 0.5333, -1.0844)
H (5.0478, -2.6451, 0.4056)
H (6.4908, -1.6326, 0.3012)
H (6.0854, -2.7065, -1.0272)
H (5.7353, 3.7559, 1.7280)
H (6.9204, 2.4939, 1.3566)
H (7.1086, 3.4815, 2.8070)
H (4.2997, 3.5767, 3.8134)
H (5.6666, 3.1149, 4.8128)
H (4.2607, 2.0582, 4.7461)
H (7.0672, 0.4003, 2.7957)
H (5.9144, 0.1524, 4.1180)
H (7.1879, 1.3680, 4.2555)
C (-0.9946, -4.1353, -3.4769)
C (-0.4854, -2.9340, -2.7843)
N (-0.8481, -2.5881, -1.5786)
N (-1.8721, -3.2881, -0.9990)
C (-2.3415, -2.6424, 0.0235)
O (-1.7527, -1.4907, 0.3534)
C (-3.3986, -3.2054, 0.8376)
C (-4.0409, -2.4210, 1.8025)
C (-4.9930, -2.9852, 2.6286)
C (-5.3095, -4.3331, 2.5009)
C (-4.6909, -5.1141, 1.5296)
C (-3.7423, -4.5568, 0.6961)
C (0.3510, -1.9359, -3.4385)
C (0.7991, -2.0414, -4.7418)
C (1.3963, -0.9367, -5.3385)
C (1.5384, 0.2225, -4.5968)
C (1.1296, 0.2235, -3.2720)
N (0.5378, -0.8231, -2.7016)
H (-1.6116, -4.7267, -2.8106)
H (-1.5976, -3.8372, -4.3394)
H (-0.1688, -4.7428, -3.8545)
H (-3.8070, -1.3647, 1.8699)
H (-5.4997, -2.3780, 3.3661)
H (-6.0459, -4.7778, 3.1568)
H (-4.9535, -6.1581, 1.4283)
H (-3.2513, -5.1513, -0.0618)
H (0.6640, -2.9647, -5.2884)
H (1.7295, -0.9837, -6.3668)
H (1.9767, 1.1127, -5.0260)
H (1.2799, 1.0937, -2.6474)

Summary:
- Total charge: +3
- 2S+1: 1
- Calculated total energy: -66244.4859 eV
- Relative energy (zero: lowest compared OMol25 entry of this formula, charge and spin): 0.00 kJ/mol
- Lowest unoccupied orbital energy: -10.442 eV



Entry 4:
Formula: C26H26MgN7O4
Source: OMol25
Level of theory: ωB97M-V/def2-TZVPD

Cartesian coordinates (Å):
Mg (0.2682, 0.6404, 0.1399)
C (5.8006, -0.0685, 1.1373)
C (5.3662, 1.2701, 0.9995)
C (4.2466, 1.5774, 0.2302)
C (3.4200, 0.5903, -0.3082)
C (3.8354, -0.7166, -0.2060)
C (5.0502, -1.0159, 0.4452)
N (2.1268, 0.9861, -0.7771)
C (2.0252, 1.7361, -1.8777)
C (2.9725, 1.8655, -2.9029)
C (2.6927, 2.5713, -4.0474)
C (1.5281, 3.2960, -4.2754)
C (0.5582, 3.2036, -3.3546)
C (0.8000, 2.4730, -2.1859)
N (-0.1481, 2.2478, -1.2388)
N (-1.2411, 2.8226, -1.3151)
C (-2.0047, 2.5231, -0.1758)
C (-3.1584, 3.3391, 0.0679)
C (-3.8559, 3.1899, 1.2453)
C (-3.3579, 2.2411, 2.1322)
C (-2.3149, 1.4138, 1.7888)
N (-1.5738, 1.5635, 0.6755)
H (6.6313, -0.3752, 1.7481)
H (5.8741, 2.0586, 1.5446)
H (3.8730, 2.6109, 0.2065)
H (3.2107, -1.5417, -0.6216)
H (5.3443, -2.0394, 0.6127)
H (3.9381, 1.3891, -2.8243)
H (3.4359, 2.4324, -4.7789)
H (1.4207, 3.8991, -5.1474)
H (-0.4098, 3.6337, -3.3889)
H (-3.2824, 4.1001, -0.6545)
H (-4.7467, 3.8061, 1.4186)
H (-3.8261, 2.0837, 3.1030)
H (-1.9134, 0.7013, 2.5022)
O (1.1196, -0.6863, -4.1326)
C (0.3308, -0.6383, -3.0247)
O (-0.5657, 0.1316, -2.8989)
C (0.6274, -1.7099, -1.9929)
C (1.0598, -2.9668, -2.3336)
C (1.1613, -3.8941, -1.3181)
C (0.6080, -3.6013, -0.0790)
C (0.1772, -2.2946, 0.1884)
N (0.2400, -1.3726, -0.7660)
C (-0.1085, -1.7928, 1.5760)
O (-0.4726, -2.6115, 2.4512)
O (0.0068, -0.5484, 1.7231)
H (0.7705, 0.0987, -4.6871)
H (1.4347, -3.0324, -3.3646)
H (1.6617, -4.8243, -1.4918)
H (0.7360, -4.3081, 0.7508)
N (-2.7561, -2.0978, 3.9157)
C (-3.8377, -2.9106, 3.2527)
C (-4.5089, -2.1189, 2.1375)
N (-4.9162, -0.8036, 2.6838)
H (-2.6386, -2.4341, 4.9112)
H (-3.0269, -1.1156, 3.9182)
H (-1.7512, -2.2100, 3.4172)
H (-4.5408, -3.1245, 4.0481)
H (-3.3087, -3.8322, 2.8846)
H (-5.3488, -2.7428, 1.8291)
H (-3.8631, -1.9833, 1.2903)
H (-5.7712, -0.9315, 3.2372)
H (-5.1044, -0.1521, 1.9570)

Summary:
- Total charge: +1
- 2S+1: 1
- Calculated total energy: -51447.4089 eV
- Relative energy (zero: lowest compared OMol25 entry of this formula, charge and spin): 0.00 kJ/mol
- Lowest unoccupied orbital energy (spin up / spin down): -3.275 / -3.274 eV



Question: Number 3 is which compound?
Answer: C48H66N5O3W



Question: 2S+1 of number 1 (C18H22NO4)?
Answer: 1